# 1
Molecular formula: C27H33N2O2S
Method: DFT, ωB97M-V with the def2-TZVPD basis set

Geometry (Å):
C1 -1.09 2.77 1.36
O1 -0.41 1.76 2.11
C2 -0.62 0.40 2.14
C3 -2.03 0.07 2.40
C4 -2.96 0.23 1.35
C5 -4.30 -0.11 1.52
C6 -4.74 -0.57 2.77
C7 -3.84 -0.64 3.85
C8 -2.51 -0.25 3.69
C9 0.67 -0.17 2.26
N1 1.17 -1.12 3.11
C10 0.31 -1.75 4.11
C11 2.54 -1.26 3.06
C12 3.25 -2.33 3.82
C13 3.13 -0.28 2.32
C14 4.59 0.01 2.23
S1 1.99 0.71 1.54
H1 -1.00 3.66 1.99
H2 -0.52 2.94 0.44
H3 -2.15 2.54 1.17
H4 -2.60 0.57 0.37
H5 -4.99 -0.02 0.68
H6 -5.78 -0.85 2.91
H7 -4.18 -0.99 4.83
H8 -1.83 -0.16 4.53
H9 0.76 -2.68 4.46
H10 0.15 -1.06 4.95
H11 -0.66 -1.99 3.67
H12 4.32 -2.10 3.82
H13 2.93 -2.40 4.86
H14 3.14 -3.32 3.35
H15 5.16 -0.92 2.26
H16 4.82 0.53 1.29
H17 4.93 0.65 3.05
C15 -4.20 -6.31 3.10
C16 -3.79 -4.91 3.55
N2 -2.46 -4.58 3.01
C17 -2.28 -3.53 2.20
C18 -1.02 -3.15 1.69
C19 -0.78 -2.05 0.87
C20 0.32 -2.01 -0.06
C21 0.22 -1.15 -1.19
C22 1.21 -1.15 -2.16
C23 2.34 -1.97 -2.02
C24 2.45 -2.81 -0.91
C25 1.47 -2.81 0.07
C26 -1.37 -5.49 3.33
C27 -1.96 -6.86 3.65
O2 -3.08 -7.14 2.79
H18 -4.79 -6.81 3.90
H19 -4.83 -6.26 2.19
H20 -4.51 -4.17 3.20
H21 -3.76 -4.91 4.65
H22 -3.18 -2.96 1.95
H23 -0.17 -3.78 1.98
H24 -1.62 -1.42 0.61
H25 -0.67 -0.53 -1.30
H26 1.09 -0.51 -3.05
H27 3.11 -1.98 -2.80
H28 3.30 -3.48 -0.81
H29 1.57 -3.47 0.94
H30 -0.69 -5.60 2.47
H31 -0.79 -5.11 4.19
H32 -1.25 -7.65 3.38
H33 -2.22 -6.90 4.72

Its total charge is +1. The value obtained for the max |F| is 2.1 eV/A. The calculation puts the highest occupied orbital energy at -0.3232 Eh.

Results of the natural (NBO) charge analysis, in e, for atoms 1 through 4: number 1, C, carries -0.248; number 2, O, carries -0.533; number 3, C, carries 0.120; number 4, C, carries -0.100

# 2
Molecular formula: BF4H22O11
Method: DFT, ωB97M-V with the def2-TZVPD basis set

Geometry (Å):
B1 10.69 -29.02 6.79
F1 11.00 -27.77 6.23
F2 9.37 -29.34 6.40
F3 11.54 -30.03 6.37
F4 10.86 -28.98 8.17
O1 11.30 -30.35 3.72
H1 11.31 -30.42 4.69
H2 10.36 -30.43 3.60
O2 8.72 -26.41 5.60
H3 9.31 -27.12 5.40
H4 9.27 -25.66 5.76
O3 10.92 -25.23 3.90
H5 10.78 -26.19 3.82
H6 11.57 -25.17 4.56
O4 8.32 -29.31 9.17
H7 9.27 -29.40 9.16
H8 8.15 -28.38 8.91
O5 7.31 -29.26 4.90
H9 7.95 -29.38 5.59
H10 6.51 -29.53 5.27
O6 6.58 -30.94 7.82
H11 6.89 -31.79 7.47
H12 7.44 -30.45 7.98
O7 10.42 -27.78 3.30
H13 10.82 -28.64 3.58
H14 10.45 -27.85 2.34
O8 9.97 -27.04 9.86
H15 9.31 -27.09 9.21
H16 10.81 -26.96 9.34
O9 12.34 -26.75 8.69
H17 12.31 -27.53 8.12
H18 11.90 -26.03 8.29
O10 12.82 -25.71 5.82
H19 13.43 -26.45 5.74
H20 11.99 -26.04 6.06
O11 14.08 -28.15 5.79
H21 13.45 -28.73 6.12
H22 13.71 -28.10 4.89

Its total charge is -1. The value obtained for the max |F| is 3.2 eV/A. The calculation puts the highest occupied orbital energy at -0.2763 Eh.

Results of the natural (NBO) charge analysis, in e, for atoms 1 through 4: number 1, B, carries 1.343; number 2, F, carries -0.581; number 3, F, carries -0.572; number 4, F, carries -0.565

# 3
Molecular formula: CH2NP
Method: DFT, ωB97M-V with the def2-TZVPD basis set

Geometry (Å):
C1 0.87 0.11 -0.07
N1 2.22 -0.50 0.01
P1 -0.75 0.71 0.01
H1 -1.23 -0.15 -0.99
H2 -1.11 -0.16 1.05

The SMILES is N#CP. Its total charge is 0. The value obtained for the max |F| is 16.6 eV/A. The calculation puts the highest occupied orbital energy (alpha / beta) at -0.3670 / -0.3667 Eh.

Results of the natural (NBO) charge analysis, in e, for atoms 1 through 4: number 1, C, carries -0.129; number 2, N, carries -0.268; number 3, P, carries 0.352; number 4, H, carries 0.021

# 4
Molecular formula: C2H4N2OS
Method: DFT, ωB97M-V with the def2-TZVPD basis set

Geometry (Å):
C1 1.43 0.31 0.00
C2 -1.60 -0.36 0.18
H1 0.35 1.64 -0.56
H2 2.39 -0.11 0.34
H3 0.51 -1.52 0.27
H4 -1.24 -0.81 1.15
N1 1.27 1.52 -0.18
N2 0.54 -0.74 -0.28
O1 -0.69 -0.50 -0.76
S1 -2.97 0.57 -0.17

The SMILES is [H]/N=C\NOC=S. Its total charge is 0. The value obtained for the max |F| is 3.7 eV/A. The calculation puts the highest occupied orbital energy at -0.3447 Eh.

Results of the natural (NBO) charge analysis, in e, for atoms 1 through 4: number 1, C, carries 0.248; number 2, C, carries 0.054; number 3, H, carries 0.338; number 4, H, carries 0.175

# 5
Molecular formula: C2H9AlCoN
Method: DFT, ωB97M-V with the def2-TZVPD basis set

Geometry (Å):
N1 -1.61 -0.89 1.19
C1 -0.19 -0.51 0.97
C2 0.20 -0.16 -0.50
Al1 1.35 1.50 -0.64
H1 -2.26 -0.38 0.59
H2 -1.77 -1.89 1.14
H3 0.40 -1.35 1.26
H4 0.02 0.28 1.66
H5 -0.72 0.04 -1.13
H6 0.75 -0.99 -0.95
H7 0.55 2.86 -0.40
H8 2.77 1.36 0.09
H9 1.88 1.66 -2.28
Co1 -1.38 -1.55 -0.98

As for the spin multiplicity: 4. Its total charge is +1. The value obtained for the max |F| is 1.7 eV/A. The calculation puts the highest occupied orbital energy (alpha / beta) at -0.5091 / -0.5052 Eh.

Results of the natural (NBO) charge analysis, in e, for atoms 1 through 4: number 1, N, carries -0.820; number 2, C, carries -0.250; number 3, C, carries -1.046; number 4, Al, carries 1.047

# 6
Molecular formula: C36H41N3O5Pd
Method: DFT, ωB97M-V with the def2-TZVPD basis set

Geometry (Å):
Pd1 0.13 0.00 -0.22
O1 -1.36 1.60 -1.23
C1 -1.15 2.78 -0.95
C2 -0.94 3.77 -1.99
C3 -0.91 5.09 -1.69
C4 -1.05 5.53 -0.33
C5 -1.17 4.63 0.69
C6 -1.17 3.25 0.44
C7 -1.15 2.35 1.53
N1 -0.85 1.09 1.46
N2 -0.91 0.41 2.60
C8 -0.55 -0.88 2.42
O2 -0.17 -1.41 1.35
C9 -0.65 -1.74 3.64
C10 -0.28 -3.08 3.53
C11 -0.37 -3.92 4.64
C12 -0.83 -3.41 5.85
C13 -1.20 -2.08 5.96
C14 -1.11 -1.24 4.85
H1 -0.86 3.41 -3.01
H2 -0.78 5.82 -2.48
H3 -1.04 6.59 -0.11
H4 -1.24 4.97 1.71
H5 -1.35 2.76 2.52
H6 0.08 -3.45 2.58
H7 -0.07 -4.96 4.56
H8 -0.90 -4.07 6.72
H9 -1.55 -1.69 6.90
H10 -1.40 -0.20 4.92
C15 3.47 2.56 1.24
C16 3.26 1.13 0.78
C17 4.48 0.27 1.03
O3 2.13 0.55 1.46
C18 2.92 1.19 -0.72
O4 3.85 1.20 -1.53
O5 1.66 1.30 -1.01
H11 3.68 2.59 2.32
H12 2.57 3.16 1.04
H13 4.31 3.01 0.71
H14 4.80 0.35 2.07
H15 5.29 0.58 0.37
H16 4.24 -0.78 0.81
H17 1.98 1.02 2.29
C19 -4.68 -4.75 -1.86
C20 -3.98 -3.58 -1.21
C21 -4.48 -3.02 -0.03
C22 -3.89 -1.89 0.55
C23 -4.44 -1.28 1.82
C24 -2.78 -1.35 -0.05
C25 -2.16 -1.94 -1.20
C26 -2.85 -3.05 -1.79
N3 -0.99 -1.39 -1.58
C27 -0.10 -1.65 -2.73
C28 -0.47 -2.73 -3.75
C29 0.60 -2.83 -4.85
C30 0.73 -1.49 -5.58
C31 1.14 -0.41 -4.57
C32 2.48 -0.77 -3.92
C33 2.35 -2.13 -3.21
C34 1.94 -3.21 -4.21
C35 1.28 -2.03 -2.12
C36 0.07 -0.30 -3.48
H18 -5.55 -5.06 -1.28
H19 -4.01 -5.61 -1.95
H20 -5.01 -4.50 -2.87
H21 -5.36 -3.45 0.43
H22 -5.45 -1.64 2.04
H23 -4.46 -0.19 1.76
H24 -3.80 -1.54 2.67
H25 -2.35 -0.44 0.33
H26 -2.49 -3.52 -2.69
H27 -1.44 -2.49 -4.21
H28 -0.55 -3.70 -3.26
H29 0.30 -3.60 -5.56
H30 -0.22 -1.22 -6.05
H31 1.48 -1.57 -6.37
H32 1.22 0.55 -5.07
H33 2.79 0.00 -3.21
H34 3.26 -0.84 -4.69
H35 3.30 -2.39 -2.74
H36 1.86 -4.18 -3.71
H37 2.71 -3.31 -4.98
H38 1.58 -1.27 -1.39
H39 1.18 -2.98 -1.58
H40 -0.90 -0.03 -3.90
H41 0.35 0.47 -2.77

As for the spin multiplicity: 5. Its total charge is 0. The value obtained for the max |F| is 0.8 eV/A. The calculation puts the highest occupied orbital energy (alpha / beta) at -0.2869 / -0.3048 Eh.

Results of the Mulliken charge analysis, in e, for atoms 1 through 4: number 1, Pd, carries 1.229; number 2, O, carries -0.568; number 3, C, carries 0.509; number 4, C, carries -0.660